[1]
{
  "formula": "C15H26F3I3N4O12P3S3",
  "method": "ωB97M-V/def2-TZVPD",
  "elements": ["C", "C", "I", "C", "I", "C", "S", "O", "O", "F", "C", "C", "O", "N", "C", "O", "F", "C", "P", "S", "P", "N", "O", "C", "C", "C", "O", "I", "C", "P", "O", "O", "O", "N", "S", "O", "O", "F", "H", "H", "H", "H", "H", "H", "H", "H", "H", "H", "H", "H", "H", "H", "H", "H", "H", "H", "H", "C", "C", "O", "N", "C", "H", "H", "H", "H", "H", "H", "H"],
  "positions_angstrom": [[1.532, -1.836, 2.141], [1.251, -0.278, 2.552], [2.928, 1.047, 1.944], [-0.225, 0.283, 2.469], [-1.311, -1.421, 3.443], [-0.895, 0.872, 1.150], [-2.723, 0.358, 1.089], [-3.511, 0.984, -0.049], [-3.489, 0.829, 2.317], [-2.968, -1.264, 0.718], [-0.163, 0.545, -0.290], [0.127, -0.970, -0.696], [-0.679, -1.906, -0.872], [1.559, -1.325, -0.931], [1.763, -2.741, -1.156], [2.505, -3.377, -0.357], [1.276, -3.501, -2.252], [-0.504, 1.656, -1.476], [0.948, 1.429, -2.686], [0.934, -0.094, -3.858], [-1.952, 1.334, -2.684], [-1.582, 1.906, -4.334], [-2.200, -0.375, -2.915], [-0.535, 2.953, -0.460], [0.773, 3.821, -0.208], [1.761, 4.255, -1.360], [1.540, 4.706, -2.497], [3.931, 4.163, -0.889], [-1.836, 3.901, -0.782], [-1.587, 5.265, -2.056], [-2.970, 5.976, -2.148], [-1.200, 4.796, -3.624], [-0.546, 6.518, -1.468], [-0.943, 2.413, 0.944], [-0.713, 3.436, 2.381], [-1.777, 3.041, 3.393], [0.630, 3.300, 3.019], [-0.982, 5.053, 2.214], [1.704, -2.511, 3.058], [2.549, -1.815, 1.594], [0.756, -2.326, 1.487], [1.488, -0.335, 3.696], [-0.333, 0.954, 3.410], [0.918, 0.936, -0.078], [2.183, -0.895, -0.239], [0.856, 2.569, -3.585], [2.164, 1.481, -1.899], [-1.598, 1.068, -4.944], [-2.402, 2.463, -4.636], [-2.770, -0.594, -2.127], [1.430, 3.235, 0.550], [0.465, 4.861, 0.213], [-2.803, 3.280, -0.950], [-2.154, 4.542, 0.138], [-2.026, 4.930, -4.150], [0.013, 6.794, -2.245], [-1.990, 2.572, 0.907], [-0.097, -6.357, 2.010], [1.232, -6.713, 2.618], [1.602, -6.243, 3.688], [2.032, -7.584, 1.947], [1.782, -8.244, 0.684], [-0.616, -5.654, 2.663], [0.050, -5.881, 1.038], [-0.716, -7.251, 1.905], [2.905, -7.771, 2.421], [1.818, -9.323, 0.849], [2.576, -7.964, -0.011], [0.817, -7.974, 0.261]],
  "nbo_charge": [-0.686, -0.384, 0.144, -0.451, 0.290, -0.028, 2.146, -0.857, -0.773, -0.412, -0.398, 0.700, -0.508, -0.710, 0.983, -0.530, -0.296, -0.698, 0.758, -0.445, 1.210, -1.130, -0.926, 0.238, -0.693, 0.475, -0.521, 0.141, -0.883, 2.226, -1.061, -0.963, -0.941, -0.756, 2.316, -0.762, -0.763, -0.394, 0.274, 0.242, 0.236, 0.279, 0.319, 0.292, 0.434, 0.082, -0.003, 0.414, 0.397, 0.505, 0.298, 0.318, 0.351, 0.284, 0.537, 0.523, 0.558, -0.720, 0.672, -0.642, -0.610, -0.413, 0.234, 0.226, 0.234, 0.405, 0.203, 0.202, 0.211],
  "total_energy_ev": -139317.1281,
  "max_force_ev_per_a": 11.32,
  "total_charge": 1,
  "e_lumo_ev": -6.693,
  "homo_lumo_gap_ev": 4.35
}

---

[2]
{
  "formula": "C15H26N2O3",
  "method": "ωB97M-V/def2-TZVPD",
  "elements": ["C", "C", "O", "C", "C", "C", "O", "C", "O", "C", "H", "H", "H", "H", "H", "H", "H", "H", "H", "H", "H", "H", "H", "H", "H", "H", "N", "C", "C", "C", "C", "H", "H", "H", "H", "H", "N", "C", "C", "C", "C", "H", "H", "H", "H", "H"],
  "positions_angstrom": [[4.604, 0.056, -1.866], [3.133, 0.381, -1.712], [2.343, -0.599, -2.368], [1.473, -0.174, -3.402], [0.030, -0.593, -3.177], [-0.169, -2.112, -2.994], [0.840, -2.881, -3.612], [1.631, -3.634, -2.715], [-0.642, 0.124, -2.146], [-0.093, 0.078, -0.840], [4.871, -0.024, -2.921], [4.844, -0.893, -1.384], [5.219, 0.836, -1.412], [2.908, 1.374, -2.118], [2.854, 0.397, -0.651], [1.502, 0.917, -3.498], [1.804, -0.616, -4.347], [-0.506, -0.277, -4.077], [-0.237, -2.339, -1.926], [-1.126, -2.392, -3.444], [2.150, -2.992, -1.997], [2.372, -4.163, -3.313], [1.024, -4.370, -2.175], [0.543, 0.946, -0.646], [-0.931, 0.101, -0.141], [0.492, -0.825, -0.650], [-3.187, 1.657, 0.511], [-2.839, 2.979, 0.512], [-3.278, 3.529, 1.686], [-3.916, 2.493, 2.424], [-3.845, 1.351, 1.668], [-2.982, 1.009, -0.230], [-2.306, 3.413, -0.317], [-3.154, 4.555, 1.988], [-4.371, 2.575, 3.398], [-4.196, 0.351, 1.862], [-1.405, 0.586, 3.965], [-1.762, -0.442, 4.790], [-0.624, -0.924, 5.384], [0.464, -0.151, 4.894], [-0.053, 0.771, 4.022], [-2.043, 1.122, 3.397], [-2.791, -0.745, 4.890], [-0.576, -1.735, 6.090], [1.504, -0.259, 5.155], [0.426, 1.542, 3.442]],
  "nbo_charge": [-0.626, -0.053, -0.569, -0.088, 0.061, -0.087, -0.551, -0.249, -0.547, -0.256, 0.210, 0.212, 0.210, 0.166, 0.171, 0.178, 0.197, 0.191, 0.175, 0.185, 0.185, 0.191, 0.161, 0.171, 0.175, 0.185, -0.506, -0.073, -0.297, -0.328, -0.093, 0.420, 0.217, 0.224, 0.228, 0.218, -0.516, -0.080, -0.310, -0.314, -0.068, 0.427, 0.207, 0.219, 0.218, 0.206],
  "total_energy_ev": -25097.1782,
  "max_force_ev_per_a": 0.16,
  "smiles": "CCOC[C@@H](COC)OC.c1cc[nH]c1.c1cc[nH]c1",
  "e_above_lowest_kcal_mol": 88.2,
  "e_lumo_ev": 0.666,
  "homo_lumo_gap_ev": 8.79
}

---

[3]
{
  "formula": "C15H26N3O7P",
  "method": "ωB97M-V/def2-TZVPD",
  "elements": ["O", "O", "O", "O", "O", "O", "O", "C", "C", "C", "C", "C", "C", "C", "C", "N", "N", "N", "C", "C", "C", "C", "C", "C", "C", "P", "H", "H", "H", "H", "H", "H", "H", "H", "H", "H", "H", "H", "H", "H", "H", "H", "H", "H", "H", "H", "H", "H", "H", "H", "H", "H"],
  "positions_angstrom": [[-0.537, 3.866, -3.427], [-2.377, -0.417, -5.723], [-0.830, 0.753, 4.624], [0.958, -0.132, 2.156], [-0.873, -0.445, 6.729], [0.348, 1.825, 6.449], [1.435, -0.258, 5.412], [-1.060, 2.812, -3.748], [-1.353, 0.230, -5.541], [1.174, -0.488, -0.206], [-0.997, 0.030, 0.780], [0.575, -0.560, -1.479], [-1.592, -0.032, -0.497], [0.386, -0.194, 0.926], [-0.807, -0.321, -1.634], [-0.786, 0.945, -6.523], [2.739, -3.142, 5.108], [-0.324, 1.698, -3.762], [-2.526, 2.805, -4.142], [-1.289, 1.007, -7.894], [2.117, -2.899, 3.797], [1.887, -1.176, 6.420], [3.107, -1.970, 5.930], [-1.453, -0.399, -3.013], [-0.696, 0.325, -4.149], [0.018, 0.443, 5.781], [1.909, -0.224, 2.130], [-1.716, 0.009, 6.606], [0.656, 2.303, 5.669], [2.232, -0.670, -0.095], [-1.585, 0.255, 1.659], [1.183, -0.812, -2.335], [-2.653, 0.144, -0.601], [0.022, 1.501, -6.289], [2.196, -3.819, 5.647], [0.607, 1.831, -3.399], [-2.960, 3.770, -3.884], [-3.060, 2.028, -3.601], [-2.622, 2.652, -5.214], [-1.432, -0.004, -8.281], [-2.252, 1.521, -7.910], [-0.586, 1.542, -8.533], [1.116, -2.471, 3.913], [2.728, -2.210, 3.206], [2.025, -3.840, 3.245], [1.107, -1.892, 6.704], [2.169, -0.613, 7.317], [3.662, -2.326, 6.804], [3.771, -1.305, 5.367], [-1.537, -1.453, -3.279], [-2.468, -0.009, -2.952], [0.243, -0.213, -4.269]],
  "nbo_charge": [-0.629, -0.623, -1.133, -0.675, -0.973, -0.976, -0.784, 0.676, 0.661, -0.310, -0.285, -0.204, -0.180, 0.378, -0.048, -0.611, -0.636, -0.626, -0.716, -0.411, -0.410, -0.108, -0.237, -0.422, -0.123, 2.517, 0.475, 0.524, 0.513, 0.203, 0.241, 0.200, 0.213, 0.402, 0.354, 0.414, 0.248, 0.224, 0.232, 0.215, 0.204, 0.209, 0.184, 0.180, 0.203, 0.191, 0.182, 0.208, 0.202, 0.232, 0.219, 0.218],
  "total_energy_ev": -44071.4291,
  "max_force_ev_per_a": 3.51,
  "smiles": "CNC(=O)[C@H](Cc1ccc(O)cc1)NC(C)=O.CNCCOP(=O)(O)O",
  "e_lumo_ev": 0.488,
  "homo_lumo_gap_ev": 8.76
}

---

[4]
{
  "formula": "C15H26O2",
  "method": "ωB97M-V/def2-TZVPD",
  "elements": ["O", "O", "C", "C", "C", "C", "C", "C", "C", "C", "C", "C", "C", "C", "C", "C", "C", "H", "H", "H", "H", "H", "H", "H", "H", "H", "H", "H", "H", "H", "H", "H", "H", "H", "H", "H", "H", "H", "H", "H", "H", "H", "H"],
  "positions_angstrom": [[-1.325, -2.185, 1.152], [-0.903, -0.194, 1.970], [2.753, 0.656, 1.704], [2.975, 0.041, -0.727], [-4.016, 0.633, 1.307], [-3.345, -0.790, 1.557], [-2.043, 1.906, -1.671], [-3.659, 1.314, 0.000], [-2.470, -1.185, -1.432], [-1.293, 1.874, 0.652], [2.007, -0.051, 0.458], [-0.097, -0.471, -0.821], [-1.748, -0.903, 1.039], [-2.193, 1.134, -0.335], [-1.638, -0.312, -0.488], [-0.301, 0.916, 1.317], [0.677, 0.500, 0.092], [-0.746, -2.258, 1.930], [2.082, 0.606, 2.676], [2.848, 1.630, 1.394], [3.652, 0.233, 2.009], [3.946, -0.459, -0.488], [3.340, 1.055, -0.796], [2.649, -0.232, -1.747], [-5.078, 0.449, 1.447], [-3.753, 1.391, 2.066], [-3.456, -1.075, 2.523], [-3.968, -1.503, 1.235], [-2.604, 2.846, -1.534], [-0.938, 2.081, -1.932], [-2.514, 1.456, -2.514], [-3.969, 2.372, 0.275], [-4.264, 1.035, -0.851], [-2.163, -0.990, -2.445], [-3.553, -1.255, -1.232], [-2.095, -2.210, -1.459], [-0.745, 2.720, 0.256], [-1.892, 2.317, 1.420], [1.995, -1.099, 0.640], [0.160, -1.607, -0.682], [0.064, -0.203, -1.944], [0.283, 1.493, 2.084], [0.932, 1.391, -0.547]],
  "nbo_charge": [-0.744, -0.562, -0.595, -0.616, -0.405, -0.449, -0.602, -0.397, -0.652, -0.436, -0.201, -0.419, 0.566, -0.058, -0.015, 0.120, -0.270, 0.496, 0.200, 0.193, 0.210, 0.211, 0.195, 0.215, 0.211, 0.195, 0.210, 0.202, 0.211, 0.201, 0.207, 0.214, 0.207, 0.218, 0.223, 0.229, 0.219, 0.207, 0.194, 0.241, 0.214, 0.204, 0.209],
  "total_energy_ev": -20069.9281,
  "max_force_ev_per_a": 6.06,
  "smiles": "CC(C)[C@H]1C[C@]2(C)[C@@]3(C)CCC[C@]2(O)O[C@@H]1C3",
  "e_above_lowest_kcal_mol": 77.5,
  "e_lumo_ev": 0.826,
  "homo_lumo_gap_ev": 9.80
}